[1]
15
Properties=species:S:1:pos:R:3 method="wB97M-V/def2-TZVPD" orbital_gap_ev=8.48 total_charge=0 smiles="O/C=C/C[Se]CO"
O 0.256 -2.033 1.682
C 0.211 -0.800 1.248
C 0.548 -0.524 -0.054
C 0.901 0.923 -0.419
Se -0.070 2.030 -1.697
C -1.935 0.840 -1.593
O -1.250 -0.338 -1.596
H 0.873 -2.540 1.107
H -0.080 0.062 1.990
H 1.097 -1.161 -0.710
H 1.123 1.505 0.481
H 1.856 0.814 -0.955
H -2.761 1.026 -2.467
H -2.439 0.966 -0.646
H -0.861 -0.433 -0.691


[2]
15
Properties=species:S:1:pos:R:3 method="wB97M-V/def2-TZVPD" orbital_gap_ev=11.40 total_charge=0 smiles="COC(=O)CCO"
C 2.565 -0.724 -0.932
O 1.735 -0.127 0.069
C 0.423 -0.282 -0.158
O -0.008 -0.930 -1.087
C -0.448 0.431 0.850
C -1.839 0.628 0.256
O -2.776 0.884 1.285
H 2.517 -0.127 -1.848
H 3.578 -0.727 -0.531
H 2.227 -1.737 -1.159
H -0.533 -0.186 1.753
H 0.020 1.373 1.154
H -1.821 1.463 -0.460
H -2.091 -0.275 -0.310
H -3.549 0.336 1.118


[3]
15
Properties=species:S:1:pos:R:3 method="wB97M-V/def2-TZVPD" orbital_gap_ev=9.53 total_charge=0
C -2.337 0.580 -1.488
C 0.161 0.897 0.519
O 0.934 1.234 1.468
C 0.292 -0.247 -0.255
O 1.404 -1.466 0.243
C 2.366 -1.461 1.070
O 2.667 -0.513 1.849
H -2.609 0.163 -0.512
H -2.775 -0.027 -2.280
H -2.690 1.611 -1.551
H -0.625 1.644 0.237
H 1.911 0.295 1.713
H -1.256 0.579 -1.628
H -0.471 -0.946 -0.535
H 3.028 -2.344 1.150


[4]
15
Properties=species:S:1:pos:R:3 method="wB97M-V/def2-TZVPD" orbital_gap_ev="8.44 / 8.42" total_charge=0
C -2.090 0.700 -0.056
O -0.838 0.209 0.312
C 0.226 0.536 -0.483
O 0.176 0.872 -1.647
C 1.417 0.317 0.300
C 0.402 -1.804 0.141
O 2.631 0.862 -0.072
H -2.069 1.772 0.131
H -2.825 0.220 0.596
H -2.300 0.476 -1.102
H 1.282 0.247 1.372
H -0.521 -2.021 0.720
H 1.264 -2.290 0.538
H 0.180 -1.916 -0.924
H 2.956 0.761 -1.003


[5]
15
Properties=species:S:1:pos:R:3 method="wB97M-V/def2-TZVPD" orbital_gap_ev=10.72 total_charge=0 smiles="O=C(CO)CCO"
O 1.335 -1.909 -0.233
C 0.682 -0.901 -0.035
C 1.393 0.340 0.479
O 2.737 0.069 0.736
C -0.818 -0.881 -0.266
C -1.456 0.472 -0.560
O -1.375 1.270 0.610
H 1.272 1.135 -0.280
H 0.874 0.716 1.371
H 2.869 -0.855 0.457
H -1.027 -1.585 -1.079
H -1.289 -1.276 0.645
H -0.952 0.954 -1.414
H -2.507 0.308 -0.847
H -1.740 2.143 0.415


[6]
15
Properties=species:S:1:pos:R:3 method="wB97M-V/def2-TZVPD" orbital_gap_ev=10.04 total_charge=0
C -2.124 -0.167 -0.474
C -1.582 -0.618 0.805
O 0.174 -0.474 1.012
C 0.815 -0.144 -0.041
O 0.452 -0.252 -1.239
C 2.081 0.533 0.318
O 2.802 1.001 -0.773
H -2.665 0.784 -0.478
H -0.880 0.107 -1.144
H -2.533 -1.035 -1.005
H -1.349 -1.675 0.912
H -1.741 -0.002 1.690
H 1.712 1.306 1.012
H 2.599 -0.198 0.953
H 2.238 0.833 -1.550


[7]
15
Properties=species:S:1:pos:R:3 method="wB97M-V/def2-TZVPD" orbital_gap_ev=10.41 total_charge=0 smiles="O=CCCC=O.O"
O -2.033 -1.746 -0.109
C -1.624 -1.000 0.706
C -0.759 0.160 0.301
C 0.655 0.256 0.900
C 1.414 -0.983 1.187
O 1.264 -1.787 0.334
H -1.773 -1.142 1.735
H -0.856 0.226 -0.764
H -1.205 1.152 0.597
H 0.742 1.035 1.729
H 1.321 0.642 0.089
H 2.149 -1.060 2.082
O 0.428 1.402 -2.843
H 0.079 2.127 -2.501
H 0.198 0.719 -3.445


[8]
15
Properties=species:S:1:pos:R:3 method="wB97M-V/def2-TZVPD" orbital_gap_ev=11.32 total_charge=0 smiles="COC(=O)[C@@H](C)O"
C 2.375 -0.005 0.450
O 0.992 0.297 0.569
C 0.117 -0.643 0.202
O 0.397 -1.737 -0.232
C -1.277 -0.068 0.307
C -1.320 1.012 -0.789
O -2.267 -1.055 0.210
H 2.649 -0.747 1.201
H 2.884 0.940 0.639
H 2.609 -0.379 -0.549
H -1.368 0.409 1.290
H -0.601 1.799 -0.537
H -2.312 1.454 -0.883
H -1.020 0.592 -1.757
H -1.857 -1.868 -0.121


[9]
15
Properties=species:S:1:pos:R:3 method="wB97M-V/def2-TZVPD" orbital_gap_ev=9.28 total_charge=0 smiles="C=C(OC)OOC"
C 1.648 -1.188 0.854
C 0.525 -0.478 0.834
O -0.420 -0.594 1.789
C -1.719 -0.056 1.581
O 0.191 0.469 -0.101
O 0.904 0.166 -1.306
C 0.314 0.970 -2.303
H 1.775 -1.947 1.615
H 2.420 -1.015 0.119
H -1.741 1.004 1.855
H -2.053 -0.169 0.546
H -2.381 -0.617 2.244
H 0.556 2.030 -2.169
H -0.772 0.828 -2.327
H 0.753 0.598 -3.232


[10]
15
Properties=species:S:1:pos:R:3 method="wB97M-V/def2-TZVPD" orbital_gap_ev=11.14 total_charge=0 smiles="COC(=O)[C@@H](C)O"
C -0.531 -2.132 0.350
O 0.388 -1.084 0.160
C 0.181 0.066 0.803
O -0.600 0.271 1.704
C 0.871 1.099 -0.005
C -0.182 0.924 -1.284
O 1.036 2.321 0.677
H -0.122 -2.752 1.141
H -0.573 -2.678 -0.597
H -1.518 -1.746 0.618
H 1.881 0.787 -0.301
H -0.196 -0.074 -1.779
H 0.064 1.641 -2.053
H -1.225 1.044 -0.943
H 0.527 2.314 1.507


[11]
15
Properties=species:S:1:pos:R:3 method="wB97M-V/def2-TZVPD" orbital_gap_ev=10.67 total_charge=0 smiles="COCCC(=O)O"
C -2.429 0.479 0.356
O -1.330 -0.464 0.083
C -0.320 0.158 -0.680
C 1.007 -0.748 -0.710
C 1.924 -0.629 0.555
O 1.925 -1.531 1.413
O 2.583 0.516 0.667
H -2.630 0.998 -0.610
H -3.268 -0.136 0.617
H -2.165 1.289 0.980
H -0.690 0.503 -1.718
H 0.031 1.162 -0.219
H 0.764 -1.830 -0.778
H 1.702 -0.480 -1.514
H 2.897 0.711 1.558


[12]
15
Properties=species:S:1:pos:R:3 method="wB97M-V/def2-TZVPD" orbital_gap_ev=10.52 total_charge=0 smiles="CO[C@](C)(O)C=O"
C 0.544 1.184 1.475
O 1.065 0.367 0.470
C 0.141 -0.075 -0.496
C 0.672 -1.188 -1.317
O -0.488 0.878 -1.331
C -1.058 -0.668 0.430
O -2.207 -0.494 0.149
H -0.580 1.206 1.379
H 0.886 2.286 1.221
H 0.883 1.042 2.611
H 1.522 -0.834 -1.851
H 0.805 -2.022 -0.704
H 0.037 -1.341 -2.058
H -1.518 0.814 -1.296
H -0.703 -1.155 1.317


The evaluated energy above the lowest of the compared OMol25 structures with the same formula, charge and spin for the records listed, in turn: 3.3616; 0.9785; 3.6991; 4.6862; 1.3525; 3.5721; 3.2948; 0.8284; 5.0961; 1.6792; 1.7365; 2.9185 eV.